{
  "formula": "C8H15O5P",
  "method": "wB97M-V/def2-TZVPD",
  "total_charge": 0,
  "total_energy_ha": -1031.3055,
  "mol_weight_g_mol": 222.18,
  "e_above_lowest_ev": 3.277,
  "symbols": ["P", "O", "O", "O", "O", "O", "C", "C", "C", "C", "C", "C", "C", "C", "H", "H", "H", "H", "H", "H", "H", "H", "H", "H", "H", "H", "H", "H", "H"],
  "xyz": [[0.0602, -0.1715, -0.6481], [-0.0055, -1.4449, 0.3597], [-0.0791, -0.4197, -2.0844], [1.6736, 1.2278, 1.7985], [3.1809, -0.4435, 1.4003], [-1.0252, 0.7375, 0.0037], [1.7422, 0.5777, -0.4042], [0.6320, -2.7519, 0.2108], [2.2565, 1.6777, -1.1883], [2.3335, 0.3585, 1.2197], [1.2045, 2.3912, -1.9480], [-2.1547, 0.0062, 1.9118], [0.8543, -3.0317, -1.2477], [-1.4173, 1.2039, 1.3025], [1.5777, 3.3076, -2.3806], [-2.2270, 2.0180, 1.1740], [-0.2180, -3.4323, 0.5274], [1.7254, -2.3868, -1.6394], [-2.5924, 0.5418, 2.8571], [3.0044, 1.3677, -1.7716], [2.7382, 2.2135, -0.3093], [-2.8405, -0.3140, 1.2300], [-0.0955, -3.0364, -1.8934], [0.6904, 1.8283, -2.7045], [1.6612, -2.6408, 0.6550], [0.4036, 2.7922, -1.3539], [-1.3579, -0.6653, 2.1830], [-0.5128, 1.4397, 1.8588], [1.2835, -3.9957, -1.3830]],
  "forces_ev_per_a": [[0.014, -0.973, 1.281], [0.240, 1.349, -0.632], [-0.114, 0.110, 0.129], [-0.158, -0.306, -1.034], [1.010, -1.087, 0.710], [0.545, 0.830, -1.645], [-0.963, -0.575, 3.009], [-0.647, 0.642, -1.124], [-2.737, 0.940, 3.765], [-0.601, 0.577, -1.999], [-0.668, 1.917, -0.649], [2.052, 3.795, 3.889], [0.497, 0.646, -1.829], [-1.781, -0.642, -0.092], [0.496, 0.146, -0.523], [1.955, -0.812, -0.118], [1.811, 0.444, 0.634], [-1.768, -0.485, 0.201], [0.267, -1.719, -1.409], [3.346, -1.396, -2.290], [-0.285, 0.283, -1.292], [-2.020, -1.206, -1.440], [1.560, 0.530, 0.959], [0.262, -0.563, -0.418], [-1.455, -0.843, 0.519], [-0.334, -0.178, 0.901], [-0.404, -0.798, 0.216], [-0.348, 0.575, 0.020], [0.226, -1.203, 0.261]]
}

---

{
  "formula": "C8H16",
  "method": "wB97M-V/def2-TZVPD",
  "total_charge": 0,
  "total_energy_ha": -314.3462,
  "mol_weight_g_mol": 112.22,
  "e_above_lowest_ev": 1.315,
  "symbols": ["C", "C", "C", "C", "C", "C", "C", "C", "H", "H", "H", "H", "H", "H", "H", "H", "H", "H", "H", "H", "H", "H", "H", "H"],
  "xyz": [[1.5266, -0.2687, -0.0362], [0.0000, 0.0000, 0.0000], [4.9965, -5.4724, 0.3582], [5.7918, -3.0817, 0.0540], [5.2517, -2.1698, -1.0908], [4.7520, -4.1626, 0.4221], [2.2412, -0.0583, 1.2694], [2.9596, -0.9504, 1.8906], [-0.5458, -0.6635, -0.6917], [3.7526, -3.8263, 0.7281], [6.0015, -5.8448, 0.1290], [-0.3590, -0.1890, 1.0257], [6.7431, -3.5886, -0.1981], [1.7306, -1.2270, -0.5515], [2.0616, 0.8926, 1.7881], [5.0462, -2.7332, -2.0166], [4.2303, -6.2077, 0.6292], [-0.2262, 1.0466, -0.2646], [3.3451, -0.7457, 2.8959], [5.8984, -1.3111, -1.3378], [1.8967, 0.5479, -0.6855], [5.9762, -2.4394, 0.9365], [4.2969, -1.7879, -0.6921], [3.1964, -1.9221, 1.4422]],
  "forces_ev_per_a": [[0.064, 1.170, -1.087], [-0.049, -0.213, 0.612], [-0.013, 0.202, 0.393], [-0.434, -0.289, -0.053], [-0.199, -0.333, 0.529], [0.649, 0.175, -0.323], [-1.378, 0.505, -0.337], [1.074, -1.125, 0.934], [0.240, 0.319, 0.282], [0.375, -0.054, -0.207], [-0.433, 0.088, -0.092], [-0.175, 0.060, -0.444], [-0.431, 0.311, 0.038], [0.173, 0.389, 0.626], [-0.064, -0.211, -0.364], [0.104, 0.142, 0.415], [0.341, 0.285, -0.169], [0.027, -0.453, 0.178], [0.062, -0.146, -0.478], [-0.153, -0.420, 0.252], [0.211, -0.599, -0.153], [-0.038, -0.295, -0.321], [0.243, 0.140, -0.507], [-0.195, 0.354, 0.275]]
}

---

{
  "formula": "C8H16B2CuN3O8",
  "method": "wB97M-V/def2-TZVPD",
  "total_charge": 0,
  "total_energy_ha": -2770.4405,
  "mol_weight_g_mol": 367.40,
  "symbols": ["Cu", "O", "O", "O", "O", "O", "O", "O", "O", "N", "N", "N", "C", "C", "C", "C", "C", "C", "C", "C", "B", "B", "H", "H", "H", "H", "H", "H", "H", "H", "H", "H", "H", "H", "H", "H", "H", "H"],
  "xyz": [[-0.4228, -5.2447, 0.8892], [2.4850, 2.1613, -0.7073], [4.2405, 1.1910, -1.0890], [1.0614, -1.6939, 1.6432], [0.4797, 4.5582, -0.0016], [-1.0683, -1.3250, 2.8190], [-1.8940, 0.5602, -1.8023], [1.0450, 3.4024, 2.1303], [0.9129, -0.1797, -2.7027], [3.4809, 1.4805, -0.1461], [0.1847, 1.8923, -1.1742], [1.1718, 2.1998, -3.6126], [-0.3639, -1.9847, 1.8609], [1.2502, -0.7743, 0.4779], [1.1197, 0.7716, 1.0655], [0.9078, 3.3775, 0.7758], [-2.1158, 1.9035, 0.4792], [-2.2539, -3.9480, 1.9483], [-1.2599, -3.0710, 0.9682], [1.1745, 1.9472, -0.0560], [0.7214, 1.2794, -2.4518], [-1.2128, 1.4914, -0.8316], [-1.9662, -0.3613, -1.3974], [1.9762, 0.8518, 1.8955], [2.3272, -1.0082, 0.0370], [-3.2524, 1.8813, 0.1171], [1.5053, -0.2941, -3.5202], [-1.8479, -2.4094, 0.1742], [-0.4675, -3.7263, 0.3828], [-2.0008, 1.0132, 1.2615], [0.6548, 1.7958, -4.4407], [-1.8556, 2.9453, 0.9508], [-1.8582, -3.8378, 3.0518], [0.3970, -1.0501, -0.2922], [0.1218, 0.7635, 1.7227], [-3.3457, -3.4900, 1.8299], [2.1899, 1.9932, -3.8443], [-2.2222, -5.0618, 1.5894]],
  "forces_ev_per_a": [[-0.055, -0.617, 0.389], [-2.107, -0.592, 0.387], [-1.121, 0.607, 3.497], [-4.196, -1.185, -0.044], [2.452, -7.070, 3.732], [4.661, -4.771, -6.342], [1.089, -0.343, 1.837], [-0.367, -1.064, -6.791], [0.753, 2.250, -0.400], [2.459, -1.257, -4.115], [-0.569, -3.282, 0.393], [0.051, -2.162, -0.069], [-2.184, 4.360, 4.713], [-0.076, 1.089, -0.958], [0.444, -1.783, 0.873], [-1.898, 5.930, 2.157], [-0.560, -0.351, -0.028], [0.358, 1.441, -0.050], [0.510, 1.582, 0.753], [-1.421, 2.769, 2.392], [1.305, -0.585, -1.451], [-0.120, -0.293, -0.274], [0.098, 2.141, -0.850], [-1.861, 0.217, -2.146], [-2.483, 0.395, 0.942], [2.415, 0.125, 0.863], [-1.478, 0.470, 1.830], [1.366, -1.786, 1.554], [-0.649, 1.899, -0.243], [-0.321, 1.977, -1.311], [0.685, 0.711, 0.815], [-0.373, -2.182, -0.773], [-1.031, -0.324, -2.248], [1.947, 0.775, 1.148], [2.127, 0.559, -1.856], [2.417, -1.440, 0.421], [-1.532, 0.457, 0.505], [-0.736, 1.333, 0.745]]
}

---

{
  "formula": "C8H16B3F2O7",
  "method": "wB97M-V/def2-TZVPD",
  "total_charge": -1,
  "total_energy_ha": -1115.9157,
  "mol_weight_g_mol": 294.64,
  "symbols": ["F", "F", "O", "O", "O", "O", "O", "O", "O", "C", "C", "C", "C", "C", "C", "C", "C", "B", "B", "B", "H", "H", "H", "H", "H", "H", "H", "H", "H", "H", "H", "H", "H", "H", "H", "H"],
  "xyz": [[2.9434, 6.4785, 1.6555], [2.8723, 6.7388, -0.6144], [1.1051, 5.5685, 0.4583], [-0.1058, 3.6807, 0.2817], [-3.5245, -1.4506, 0.7712], [3.2390, 4.5674, 0.2767], [-5.0953, -1.7776, -1.0285], [-4.0062, -3.6411, -0.0664], [2.5328, 2.4416, 0.0613], [0.9383, 4.2794, 0.3152], [-0.3521, 0.3010, -0.1991], [2.3387, 3.6220, 0.1946], [0.9703, -0.4751, -0.1027], [2.0926, -2.6903, -0.7212], [1.6076, -3.8748, 0.1144], [-1.3617, -0.0926, 0.9150], [0.9546, -1.6981, -1.0201], [-4.2145, -2.2737, -0.1035], [-2.7866, -0.3540, 0.3616], [2.5744, 5.9098, 0.4508], [0.9600, -3.5288, 0.9236], [-1.0146, -0.9598, 1.4863], [2.8726, -2.1571, -0.1711], [-0.7887, 0.0617, -1.1783], [1.7987, 0.1781, -0.3776], [-4.3287, -4.0368, 0.7526], [1.0135, -4.5517, -0.5047], [-0.2234, 1.3827, -0.1905], [-1.4294, 0.7376, 1.6313], [2.4327, -4.4516, 0.5355], [1.0057, -1.3689, -2.0608], [-3.2913, 0.4055, -0.4271], [1.1396, -0.8001, 0.9289], [2.5200, -3.0561, -1.6571], [-0.0003, -2.2258, -0.8941], [-5.3887, -0.8887, -0.7969]],
  "forces_ev_per_a": [[-0.008, -0.020, 0.014], [-0.010, -0.017, -0.019], [0.044, 0.036, 0.001], [-0.094, 0.037, 0.020], [0.277, -0.299, -0.252], [0.004, 0.069, -0.010], [-0.256, -0.105, 0.237], [-0.481, 0.036, 0.104], [0.064, -0.013, -0.039], [0.061, -0.045, -0.018], [-0.239, -0.160, -0.015], [-0.075, 0.005, 0.066], [-0.189, 0.153, -0.237], [-0.202, 0.079, 0.088], [-0.037, 0.020, -0.171], [-0.074, 0.055, 0.090], [0.128, -0.233, 0.206], [-0.126, 0.140, 0.110], [-0.178, 0.244, 0.255], [0.004, -0.003, 0.001], [0.102, -0.031, 0.086], [0.009, -0.013, -0.042], [0.111, -0.040, -0.146], [0.023, 0.089, -0.012], [0.036, -0.026, 0.076], [0.419, 0.036, -0.147], [-0.041, 0.006, 0.044], [0.246, -0.085, 0.069], [0.055, -0.023, 0.007], [-0.011, 0.019, 0.050], [-0.084, 0.062, 0.021], [-0.001, -0.133, -0.120], [0.044, 0.069, 0.011], [0.146, -0.009, 0.073], [-0.017, 0.038, -0.120], [0.351, 0.060, -0.280]]
}